[1]
Molecular formula: C34H90Br6N8O8
Method: DFT, ωB97M-V/def2-TZVPD

XYZ file:
```
146
Properties=species:S:1:pos:R:3:forces:R:3
C -1.4562 -4.4730 -4.9931 0.192 -0.802 0.802
Br -2.1302 -3.1727 -3.7034 0.027 -0.427 -0.504
Br -0.8753 -6.1323 -4.0407 -0.356 0.888 -0.610
Br 0.0085 -3.7661 -5.9945 -0.060 0.019 -0.189
H -2.2387 -4.8040 -5.6759 0.113 0.360 0.266
C 1.5570 -6.2832 -0.0797 -0.903 0.667 -0.572
Br 1.8165 -4.5814 0.8413 0.120 -0.650 -0.079
Br 2.6464 -6.3818 -1.7083 -0.360 -0.079 0.808
Br -0.3757 -6.3785 -0.5687 1.096 -0.276 0.379
H 1.7689 -7.1081 0.6007 0.082 0.242 -0.315
C -1.9353 -2.2213 5.8288 1.412 0.719 0.207
C -0.5734 -1.4908 5.5109 -0.930 -0.281 0.463
C 0.2833 -2.2574 4.4747 0.736 1.032 -0.847
O 1.4833 -1.4867 4.1789 -1.179 -0.366 0.669
C 2.3114 -1.9469 3.1440 0.437 0.122 0.370
N -0.8970 -0.0875 5.2363 0.142 -0.432 -0.628
H -1.6900 -3.1994 6.2426 -0.437 -0.233 -0.351
H -2.6222 -2.2165 4.9825 0.242 -0.449 -0.231
H -2.4472 -1.6552 6.6070 0.152 0.054 0.117
H -0.0177 -1.4409 6.4473 0.259 -0.394 0.041
H -0.2031 -2.3918 3.5086 -0.633 0.080 -0.054
H 0.5704 -3.2592 4.7941 -0.012 -0.108 0.469
H 3.0678 -1.1634 3.0984 0.462 -0.378 -0.170
H 1.9190 -2.0205 2.1297 -0.830 0.240 0.000
H 2.7426 -2.9210 3.3749 0.312 -0.107 0.202
H -1.6188 -0.0635 4.5302 -0.113 -0.620 -0.242
H -0.1409 0.3602 4.7382 0.672 0.138 -0.080
C -5.7645 -2.3684 1.7615 0.966 0.505 1.287
C -4.6409 -1.5257 2.4412 0.275 -0.211 -0.995
C -3.3161 -1.5818 1.5875 -0.996 -0.169 1.559
O -2.9862 -2.9511 1.4967 -0.075 0.807 -0.541
C -1.7660 -3.2055 0.8521 -0.135 -1.651 0.595
N -5.0932 -0.1641 2.6354 -0.323 0.690 -0.652
H -6.5083 -2.4946 2.5482 -0.399 -0.119 -0.258
H -5.3719 -3.3514 1.5015 -0.176 0.118 -0.229
H -6.1880 -1.8120 0.9253 0.078 -0.168 -0.069
H -4.4414 -1.8850 3.4508 0.411 -0.966 -0.154
H -2.4924 -1.0893 2.1043 0.049 0.389 0.312
H -3.4171 -1.0802 0.6250 -0.309 -0.171 -0.310
H -1.6467 -2.8566 -0.1737 -0.422 0.206 -0.135
H -1.7855 -4.2947 0.8885 0.517 -0.067 -0.578
H -0.8765 -2.9313 1.4194 0.007 0.575 0.259
H -4.3696 0.3653 3.1004 0.429 0.071 -0.046
H -5.8418 -0.1452 3.3132 -0.427 -0.230 -0.068
C -1.0253 0.2743 -0.2351 0.698 -0.623 -0.036
C 0.2726 -0.5089 -0.5077 -0.702 0.076 -1.230
C 0.6648 -0.4436 -2.0558 -0.041 -1.026 2.539
O 1.7743 -1.3371 -2.2633 0.126 0.973 -0.522
C 1.6435 -2.7186 -2.5688 -0.458 0.614 0.297
N 1.3034 -0.0753 0.3898 -0.227 -0.518 -1.012
H -1.8002 -0.0792 -0.9154 -0.289 0.179 0.191
H -0.8889 1.3499 -0.3465 0.138 0.109 -0.317
H -1.2887 0.1297 0.8126 -0.297 -0.131 -0.108
H 0.1609 -1.5681 -0.2761 -0.532 -0.198 -0.165
H 1.0086 0.5817 -2.1924 0.139 -0.083 -0.648
H -0.2196 -0.6946 -2.6414 0.140 -0.026 -0.414
H 0.8773 -2.8918 -3.3244 0.132 -0.029 -0.183
H 1.3945 -3.3120 -1.6891 -0.089 -0.025 0.142
H 2.6382 -3.0110 -2.9053 -0.182 -0.195 -0.217
H 2.1142 -0.6184 0.1295 0.407 0.131 0.554
H 1.4962 0.9013 0.2189 0.362 0.194 -0.063
C 1.6229 2.8891 4.2814 0.302 0.263 -1.421
C 1.4089 2.4384 2.7809 1.255 -1.154 -0.163
C 2.7336 2.4828 1.8945 -0.458 0.279 0.188
O 2.5380 2.4309 0.4209 -0.489 0.246 1.683
C 3.7220 2.2330 -0.3171 1.133 1.050 0.377
N 0.9037 1.0777 2.8163 -1.019 0.241 0.345
H 2.1006 3.8688 4.2761 -0.264 0.255 0.282
H 2.2536 2.2492 4.8986 0.162 -0.405 -0.470
H 0.6574 2.8934 4.7874 -0.055 0.277 -0.179
H 0.6706 3.0776 2.2967 -0.037 0.122 0.116
H 3.3518 1.6267 2.1646 0.027 -0.225 0.048
H 3.2673 3.3645 2.2492 0.325 0.416 -0.743
H 3.6121 1.8250 -1.3218 -0.819 -0.264 0.185
H 4.4854 1.6502 0.1984 -0.212 -0.254 0.260
H 4.2177 3.1909 -0.4744 0.050 0.368 -0.033
H 0.5324 0.7885 1.9226 -0.126 0.187 0.072
H 1.6573 0.4107 2.9015 0.135 0.107 0.446
C -6.7314 1.9234 -2.9238 -0.981 -1.025 -0.177
C -5.8614 1.5532 -1.7378 1.049 0.907 -1.602
C -4.3730 2.0757 -2.0423 -1.366 -0.429 2.453
O -3.7781 1.5997 -3.2162 -0.656 -0.424 0.422
C -2.5501 2.2150 -3.5024 -0.546 0.953 -1.160
N -6.4827 2.1503 -0.5532 1.187 0.208 -0.187
H -7.1447 2.9316 -2.9527 0.665 0.250 0.168
H -7.6184 1.3015 -2.8040 -0.337 -0.141 -0.283
H -6.2898 1.6311 -3.8765 0.102 0.202 0.039
H -5.7980 0.4656 -1.7038 0.017 -0.249 0.112
H -3.7764 1.7196 -1.2024 0.331 -0.003 0.361
H -4.4376 3.1549 -1.9035 0.233 0.418 -0.697
H -2.1963 1.7196 -4.4066 0.396 -0.024 0.259
H -1.7894 2.3231 -2.7293 -0.102 -0.804 0.440
H -2.7741 3.2445 -3.7816 0.123 0.362 -0.198
H -7.4394 1.8438 -0.4492 0.014 -0.123 -0.077
H -5.9742 1.9104 0.2858 -0.038 -0.184 0.246
C 5.0868 -3.1027 -0.7994 0.176 0.179 -0.125
C 5.2530 -1.5942 -0.5463 -1.774 -1.712 1.013
C 5.9722 -0.9012 -1.6290 0.945 1.192 0.158
O 6.2424 0.4593 -1.1353 1.020 -1.412 -0.971
C 7.1671 1.1446 -2.0067 -1.395 -0.377 -0.145
N 3.9096 -1.0547 -0.3274 0.891 0.272 -0.063
H 4.3343 -3.5441 -0.1461 0.507 0.128 0.613
H 6.0598 -3.5906 -0.7413 -0.172 -0.328 0.090
H 4.6295 -3.3473 -1.7581 0.322 0.404 -0.534
H 5.7124 -1.4242 0.4275 0.729 -0.213 -0.188
H 5.4002 -0.9254 -2.5566 -0.471 0.493 -0.136
H 6.8801 -1.4399 -1.9005 0.571 0.221 0.315
H 7.5218 2.0441 -1.5036 -0.156 -0.077 -0.152
H 6.5631 1.3389 -2.8930 0.306 0.773 -0.303
H 8.0001 0.5475 -2.3779 0.196 -0.315 0.553
H 4.0996 -0.0640 -0.2780 -0.595 0.271 0.112
H 3.3668 -1.1927 -1.1679 -0.286 0.053 -0.364
C 3.7814 1.5889 -4.4750 -1.036 1.104 0.845
C 3.6882 0.6807 -5.6693 0.243 0.721 0.808
C 2.4488 1.1063 -6.4894 -0.036 0.125 -0.172
O 1.2507 1.2012 -5.7027 -0.731 -1.669 0.001
C 0.3663 0.0171 -5.7564 1.055 1.008 -0.869
N 4.9844 0.8228 -6.3614 -1.070 -0.800 -1.092
H 3.9183 2.5997 -4.8592 0.585 0.204 -0.051
H 4.5715 1.3456 -3.7645 0.026 -0.091 -0.127
H 2.8445 1.7429 -3.9397 -0.140 -0.629 0.266
H 3.5677 -0.3445 -5.3192 -0.018 -0.220 -0.270
H 2.3801 0.4923 -7.3873 -0.451 -0.474 0.076
H 2.5223 2.1156 -6.8944 0.641 0.233 0.169
H 0.9057 -0.8955 -5.5027 -0.017 0.049 0.295
H 0.0036 -0.0796 -6.7797 0.070 -0.110 -0.225
H -0.5346 0.1453 -5.1564 0.468 0.291 0.409
H 5.7264 0.4787 -5.7688 0.044 0.173 0.002
H 5.1202 1.8028 -6.5648 0.308 0.055 0.070
C -3.5045 2.5876 2.1012 -0.293 1.149 -1.188
C -2.7299 2.6212 3.3939 0.400 0.242 -0.330
C -2.8570 3.9722 4.1871 1.709 0.777 -1.197
O -2.4258 5.0886 3.3603 -1.902 0.456 -0.012
C -1.1010 5.5104 3.3205 0.828 -1.687 0.192
N -3.1117 1.4536 4.1657 -0.247 0.651 0.594
H -3.5177 1.6391 1.5644 -0.077 -0.307 0.678
H -3.1330 3.2499 1.3193 0.375 0.505 0.305
H -4.5185 2.9529 2.2637 -0.317 -0.355 0.029
H -1.6824 2.4256 3.1646 0.322 0.481 -0.071
H -2.2217 3.9911 5.0726 0.145 -0.498 0.234
H -3.8466 4.2757 4.5285 -0.323 -0.541 -0.315
H -0.5365 4.6277 3.0199 0.681 0.127 -0.288
H -0.6668 5.7940 4.2793 -0.293 0.322 0.364
H -0.9314 6.3017 2.5903 -0.470 -0.035 0.055
H -3.9018 1.7630 4.7135 -0.342 -0.438 0.505
H -2.3513 1.2479 4.7979 -0.390 0.232 0.617
```
Forces are in eV/Å.

Output
Kohn-Sham gap: 7.87 eV
max |F|: 2.84 eV/A
E: -17833.187880 a.u.
LUMO level: -0.4171 eV
HOMO energy: -8.3 eV

These are the Mulliken partial charges, in e, on atoms 1 to 6:
1 C -0.4405
2 Br 0.0404
3 Br -0.0211
4 Br -0.0104
5 H 0.4302
6 C -0.4670

---

[2]
Molecular formula: C4H7NSSi
Method: DFT, ωB97M-V/def2-TZVPD

XYZ file:
```
14
Properties=species:S:1:pos:R:3:forces:R:3
C -2.6292 -0.2830 -0.0713 -0.334 2.171 0.974
C -1.9248 0.8812 -0.1355 0.046 -0.637 -0.415
C -0.5354 0.5491 -0.1783 1.479 -0.866 -0.857
C -2.4694 2.3283 -0.1441 2.875 -0.544 1.891
N 0.4421 -0.0743 -0.3285 -0.954 2.021 0.455
Si -0.1640 -2.9945 0.4258 -2.116 0.641 0.289
S -2.1371 -1.9191 -0.1727 -0.631 -1.686 0.308
H -3.6899 -0.1165 0.1574 0.083 -0.549 -0.540
H -2.6864 2.4957 0.9228 -0.336 0.401 -0.358
H -1.5800 3.0321 -0.3452 -1.696 -0.957 -0.201
H -3.3476 2.4726 -0.7286 -0.365 0.133 -0.613
H -0.7032 -4.1986 -0.1717 0.042 -0.507 -0.205
H 0.4508 -2.0825 -0.4439 1.834 -0.070 -0.479
H 0.1655 -3.2974 1.8454 0.073 0.449 -0.249
```
Forces are in eV/Å.

Output
Kohn-Sham gap: 8.61 eV
energy above the lowest of the compared OMol25 structures with the same formula, charge and spin: 25.7 kcal per mole
max |F|: 3.48 eV/A
E: -898.954120 a.u.
LUMO level: 0.0594 eV
HOMO energy: -8.6 eV
SMILES string: C/C(C#N)=C/S[SiH3]

These are the natural (NBO) partial charges, in e, on atoms 1 to 6:
1 C -0.2811
2 C -0.1688
3 C 0.2897
4 C -0.6237
5 N -0.3821
6 Si 0.8253

---

[3]
Molecular formula: C2H4N2OS
Method: DFT, ωB97M-V/def2-TZVPD

XYZ file:
```
10
Properties=species:S:1:pos:R:3:forces:R:3
C -1.0188 -0.1727 -1.3294 -1.621 0.976 -3.895
C -0.3926 -0.9548 -0.5590 2.807 -2.295 1.516
N -1.5853 0.1552 -2.3730 -0.043 0.989 0.319
N 1.0717 1.1866 2.2339 -1.355 -0.535 -1.288
O 3.2670 1.1216 0.9956 -1.049 -0.369 -0.436
S 1.8020 1.0446 0.9372 1.654 0.752 0.876
H -0.7405 -1.3256 0.3654 -0.412 0.087 0.958
H 0.5551 -1.4359 -0.9181 -0.968 0.751 0.210
H -1.5850 1.1102 -2.7713 0.154 -0.602 0.837
H 1.5007 1.1411 3.1259 0.833 0.246 0.904
```
Forces are in eV/Å.

Output
Kohn-Sham gap: 8.65 eV
energy above the lowest of the compared OMol25 structures with the same formula, charge and spin: 88.7 kcal per mole
max |F|: 4.33 eV/A
E: -661.444108 a.u.
LUMO level: -0.5447 eV
HOMO energy: -9.2 eV

These are the natural (NBO) partial charges, in e, on atoms 1 to 6:
1 C 0.4076
2 C -0.6504
3 N -0.6291
4 N -0.9916
5 O -0.8737
6 S 1.4743

---

[4]
Molecular formula: C8H10O2
Method: DFT, ωB97M-V/def2-TZVPD

XYZ file:
```
20
Properties=species:S:1:pos:R:3:forces:R:3
C 2.5454 1.9196 -0.7248 0.361 -1.167 -1.153
C 0.5075 1.0611 0.0838 -0.833 1.142 2.684
C 0.3333 -0.0195 -0.7211 0.099 -0.901 -1.237
C -0.6796 -1.0208 -0.4118 0.810 -1.248 -0.329
C -0.6137 -2.3908 -1.1672 -0.789 0.306 1.211
C -1.4909 -0.9423 0.7006 1.139 2.940 -0.719
C -1.4096 0.3451 1.4038 -1.223 -3.494 0.036
C -0.3978 1.2197 1.1905 -0.285 1.392 0.370
H 2.2274 1.8833 -1.7594 -0.172 -0.324 -0.505
H 3.0740 2.8318 -0.6680 1.117 0.712 0.429
H 3.1267 0.9989 -0.5014 -0.016 0.671 -0.048
H 0.9841 -0.1291 -1.6153 -0.586 -0.242 0.743
H 0.2038 -2.9373 -0.6217 -0.275 0.323 -1.463
H -1.5113 -3.0179 -0.9475 0.403 0.700 0.031
H -0.6332 -2.2980 -2.2724 0.885 -0.116 0.725
H -2.2144 -1.6982 0.9882 0.083 0.073 -0.149
H -2.7412 -0.4900 2.6923 1.526 4.404 -1.571
H -0.3865 2.1038 1.8749 0.360 -0.732 -0.911
O 1.4712 2.0597 0.1166 -1.890 -1.025 0.335
O -2.3953 0.5210 2.3599 -0.716 -3.415 1.523
```
Forces are in eV/Å.

Output
Kohn-Sham gap: 9.22 eV
energy above the lowest of the compared OMol25 structures with the same formula, charge and spin: 52.3 kcal per mole
max |F|: 4.92 eV/A
E: -461.255248 a.u.
LUMO level: 0.6942 eV
HOMO energy: -8.5 eV
SMILES string: COc1cc(C)cc(O)c1

These are the natural (NBO) partial charges, in e, on atoms 1 to 6:
1 C -0.2450
2 C 0.3427
3 C -0.3640
4 C 0.0431
5 C -0.6437
6 C -0.3161

---

[5]
Molecular formula: C2H7NS
Method: DFT, ωB97M-V/def2-TZVPD

XYZ file:
```
11
Properties=species:S:1:pos:R:3:forces:R:3
S 0.1243 2.8704 -1.8598 0.196 0.083 -0.172
H 1.4566 2.7479 -1.8038 -0.013 -0.113 0.157
C 0.1599 -1.4045 0.5507 -0.135 0.268 -0.454
C -1.1012 -1.8143 0.5209 0.278 -0.227 0.225
N 0.6030 -0.2071 1.1773 -0.029 0.114 0.548
H 0.9111 -1.9009 -0.0577 0.019 0.066 0.012
H -1.4115 -2.5737 -0.1830 -0.037 -0.194 0.233
H -1.7990 -1.4528 1.2654 -0.288 0.306 -0.357
H -0.1437 0.4729 1.2491 -0.127 -0.153 -0.058
H 0.9509 -0.3334 2.1220 0.318 -0.156 -0.165
H 0.2496 3.5954 -2.9810 -0.184 0.005 0.032
```
Forces are in eV/Å.

Output
Kohn-Sham gap: 10.11 eV
energy above the lowest of the compared OMol25 structures with the same formula, charge and spin: 21.5 kcal per mole
max |F|: 0.56 eV/A
E: -533.296270 a.u.
LUMO level: 0.9838 eV
HOMO energy: -9.1 eV
SMILES string: C=CN.S

These are the natural (NBO) partial charges, in e, on atoms 1 to 6:
1 S -0.2847
2 H 0.1446
3 C -0.0027
4 C -0.4532
5 N -0.8494
6 H 0.1778

---

[6]
Molecular formula: C5H7NO
Method: DFT, ωB97M-V/def2-TZVPD

XYZ file:
```
14
Properties=species:S:1:pos:R:3:forces:R:3
C 1.1543 -1.7056 0.3092 -0.094 0.010 0.066
C 0.1889 -1.3053 -0.7247 0.383 0.007 -0.016
C -1.3259 1.4576 -0.0389 0.041 0.061 -0.078
C -0.7453 1.2391 1.3280 0.232 -0.098 -0.027
O 0.4107 0.9367 1.5231 -0.476 0.149 -0.059
C 0.7222 -0.6737 -1.8575 0.116 0.355 -0.679
N 1.0154 -0.1308 -2.8528 -0.227 -0.487 0.912
H 1.6003 -2.6295 -0.1112 -0.059 0.079 -0.010
H 0.6758 -1.9725 1.2537 0.077 0.021 -0.176
H 1.9822 -1.0058 0.4719 -0.091 -0.093 -0.090
H -1.7050 0.4919 -0.4013 0.018 0.125 0.071
H -0.5488 1.7971 -0.7287 -0.111 -0.059 0.083
H -2.1596 2.1624 -0.0230 0.077 -0.045 0.051
H -1.4491 1.3361 2.1812 0.115 -0.025 -0.049
```
Forces are in eV/Å.

Output
Kohn-Sham gap (spin up / spin down): 7.68 / 7.69 eV
energy above the lowest of the compared OMol25 structures with the same formula, charge and spin: 104.1 kcal per mole
max |F|: 1.06 eV/A
E: -324.558622 a.u.
LUMO level (spin up / spin down): -1.7083 / -1.7141 eV
HOMO energy (spin up / spin down): -9.4 / -9.4 eV

These are the natural (NBO) partial charges, in e, on atoms 1 to 6:
1 C -0.7503
2 C 0.1335
3 C -0.7419
4 C 0.4502
5 O -0.5426
6 C 0.0757

---

[7]
Molecular formula: C5H13NS2
Method: DFT, ωB97M-V/def2-TZVPD

XYZ file:
```
21
Properties=species:S:1:pos:R:3:forces:R:3
C 1.3204 -2.0051 0.3860 0.051 0.572 1.020
C 0.0910 -2.6728 -0.1844 -0.170 0.160 -0.624
S 0.0105 -2.7677 -2.0257 0.264 0.101 0.151
C 1.5231 -0.4838 0.2020 -0.190 -0.246 -1.345
N 0.2195 0.1659 0.0077 0.402 0.421 0.593
C 0.2442 1.5725 0.3945 -0.249 0.452 0.251
C -0.9952 1.9668 1.1995 -0.530 -0.292 -0.408
S -1.2883 3.7451 0.9901 0.129 0.310 0.033
H 2.2016 -2.6205 0.2156 0.201 0.260 -0.219
H 1.1594 -1.9834 1.4680 -0.107 -0.787 0.132
H -0.8078 -2.1343 0.1084 0.086 -0.195 0.248
H 0.0787 -3.6999 0.1674 -0.227 0.030 0.113
H -0.2346 -4.0782 -2.0902 -0.003 -0.036 -0.083
H 2.2028 -0.1868 -0.6116 0.055 -0.400 -0.002
H 1.9852 -0.1113 1.1113 -0.095 0.134 0.100
H -0.0255 0.1641 -0.9742 -0.007 -0.445 0.002
H 1.1128 1.8089 1.0096 0.174 -0.062 -0.168
H 0.2931 2.2062 -0.4992 0.074 0.111 0.121
H -1.8408 1.4321 0.7774 -0.159 -0.027 -0.088
H -0.9576 1.6669 2.2418 0.301 0.139 0.127
H -1.7473 4.0784 2.2021 0.002 -0.201 0.046
```
Forces are in eV/Å.

Output
Kohn-Sham gap: 9.83 eV
energy above the lowest of the compared OMol25 structures with the same formula, charge and spin: 22.8 kcal per mole
max |F|: 1.38 eV/A
E: -1049.400450 a.u.
LUMO level: 0.8249 eV
HOMO energy: -9.0 eV
SMILES string: SCCCNCCS

These are the natural (NBO) partial charges, in e, on atoms 1 to 6:
1 C -0.4215
2 C -0.4965
3 S -0.0919
4 C -0.2098
5 N -0.6438
6 C -0.2266

---

[8]
Molecular formula: C2H4OS2
Method: DFT, ωB97M-V/def2-TZVPD

XYZ file:
```
9
Properties=species:S:1:pos:R:3:forces:R:3
C 1.5961 -0.4915 0.0237 0.208 -1.616 1.304
C -1.0135 0.3017 -0.2341 -2.602 -1.442 0.630
O -2.2876 0.4858 -0.6468 0.055 1.106 1.516
S 1.1674 0.5109 1.4214 1.643 -0.342 0.006
S -0.0972 -0.9109 -0.9313 0.011 1.343 -0.126
H 2.2085 -0.0075 -0.7601 -0.503 -0.243 0.333
H 2.0525 -1.5917 0.2555 -1.293 2.578 -0.551
H -0.8061 0.6749 0.8168 0.861 -0.100 -1.305
H -2.8200 1.0281 0.0549 1.620 -1.284 -1.808
```
Forces are in eV/Å.

Output
Kohn-Sham gap (spin up / spin down): 6.73 / 6.73 eV
energy above the lowest of the compared OMol25 structures with the same formula, charge and spin: 63.7 kcal per mole
max |F|: 3.04 eV/A
E: -950.107194 a.u.
LUMO level (spin up / spin down): -0.8996 / -0.9001 eV
HOMO energy (spin up / spin down): -7.6 / -7.6 eV

These are the natural (NBO) partial charges, in e, on atoms 1 to 6:
1 C -0.6188
2 C 0.0788
3 O -0.6277
4 S -0.3870
5 S 0.3431
6 H 0.2236